Record 1
Formula: C14H29CeNSi2
Source: OMol25
Level of theory: ωB97M-V/def2-TZVPD

Values from the calculation:
Electronic energy = -1659.536550 Eh
HOMO-LUMO gap = 7.266 eV

Geometry as ORCA input:
```
! wB97M-V def2-TZVPD RIJCOSX def2/J DEFGRID3
* xyz 0 1
Ce 0.00000 0.00000 0.00000
Si 2.85152 -2.71425 0.63557
Si 2.11335 -0.97778 3.13831
N 0.60542 1.61393 0.68088
C -1.60436 0.61318 1.20647
C 0.50242 0.23520 -2.29433
C 2.19281 -0.98509 1.21816
C 1.44715 -3.95190 0.58244
C 4.17207 -3.43493 1.75717
C -0.84209 0.66889 -2.11455
C 0.55354 -1.16154 -2.01598
C 3.84265 -0.76464 3.84099
C -1.61814 -0.45489 -1.71199
C 1.25291 -2.45869 3.89656
C 3.83814 -2.76254 -0.97221
C -0.75578 -1.58679 -1.65885
C -0.67228 1.82545 1.45592
C 1.22848 0.46330 3.88046
H 1.38225 0.45472 4.97918
H 1.84476 -4.94772 0.30640
H 1.20317 2.44027 0.65182
H 4.70614 -2.07995 -0.87351
H 4.27787 0.17541 3.44343
H 4.52267 -1.59470 3.60473
H 3.77566 -0.68388 4.94657
H 3.80776 -3.58586 2.78786
H 4.22053 -3.79600 -1.10344
H 0.95307 -4.02367 1.56794
H 0.20735 -2.50369 3.52942
H -2.68389 -0.45084 -1.48232
H 1.34867 0.86501 -2.57598
H 1.44857 -1.78515 -2.03977
H -1.04374 -2.59566 -1.35698
H 1.62205 1.41323 3.46414
H 0.69995 -3.63576 -0.16785
H -1.73940 -0.02144 2.09523
H 2.97599 -0.24074 0.97112
H -1.20282 1.69369 -2.22078
H 4.47782 -4.42529 1.36219
H 3.31540 -2.51464 -1.89919
H -1.16015 2.75866 1.11141
H -2.57367 0.90307 0.77609
H 0.15025 0.31100 3.70237
H 1.24695 -2.33976 4.99901
H -0.43175 1.93527 2.53294
H 5.06046 -2.77101 1.75208
H 1.77081 -3.40279 3.65353
*
```


Record 2
Formula: C23H42F4N5O5S
Source: OMol25
Level of theory: ωB97M-V/def2-TZVPD

Values from the calculation:
Electronic energy = -2348.803321 Eh
HOMO-LUMO gap = 6.392 eV

Geometry as ORCA input:
```
! wB97M-V def2-TZVPD RIJCOSX def2/J DEFGRID3
* xyz 1 1
S -1.49779 -4.28558 -5.61626
F -1.07427 -0.94196 -1.81883
F 1.31298 -2.47740 -3.65199
F -0.06623 -0.84271 -4.14003
F 0.86737 -0.57879 -1.00845
O -2.01804 -5.45593 -0.51026
O -3.00294 -0.00573 1.63803
O 3.43020 7.82574 3.42832
O -2.16392 -1.91344 2.19983
O -0.98754 5.01728 -0.03230
N -0.27075 -5.12445 -2.30867
N -1.37118 -3.19524 -3.07653
N -4.88397 -5.39850 -1.66186
N -2.91847 -1.07499 1.24412
N -0.44668 -2.63921 0.12109
C -1.00821 5.75505 2.31791
C 2.55212 -5.71100 -0.21997
C 2.88599 7.12871 2.32555
C -1.45196 -3.69801 -4.18499
C -1.56610 5.90335 0.91401
C -4.26094 -4.38624 -2.10859
C 0.18753 -1.42161 -1.83452
C -3.36523 -3.51402 -1.23032
C -2.58647 3.17194 0.29504
C 0.19494 -2.84159 -1.19498
C -2.13782 -3.23996 1.71368
C 2.62956 -2.47424 -0.30752
C 5.77567 7.76409 2.67206
C 0.83050 -1.27433 -3.24634
C 1.59363 -3.45090 -0.88577
C 1.49514 -4.65479 0.09488
C 2.82859 5.62107 2.50911
C -4.46761 -4.00078 -3.54690
C -1.51575 -3.30133 0.34585
C 4.76498 7.50062 3.77482
C -0.81068 -3.86565 -1.90749
C -1.14126 3.64014 0.23214
C -1.97882 -4.08954 -0.86500
H -4.15977 -2.97792 -3.75455
H -4.71384 -5.56847 -0.67120
H 2.99570 -1.77366 -1.05411
H 2.79451 -6.30851 0.65502
H 3.47440 -5.22758 -0.54716
H -1.48265 -3.79443 2.39122
H 5.72673 8.80480 2.34988
H -2.62011 2.09311 0.42532
H -3.87578 -4.66406 -4.17939
H 5.60764 7.13186 1.79901
H -1.43700 6.51211 2.97454
H -3.11870 -3.71617 1.75084
H 4.83282 6.46043 4.11486
H 0.07501 5.87342 2.30828
H -2.65722 5.80236 0.92017
H 0.49934 -5.09566 0.10716
H 1.66082 -4.26163 1.10379
H -1.23506 4.77861 2.74971
H -2.65110 -5.60263 0.20332
H 2.24526 -1.88897 0.52851
H 3.42333 7.37846 1.40347
H -1.34592 6.90005 0.53300
H 2.33124 5.16089 1.65342
H -0.62992 3.13862 -0.59153
H 0.66009 -5.05218 -2.69469
H 2.02502 -3.82862 -1.81174
H 2.27417 5.36692 3.41451
H -5.51174 -4.15166 -3.80731
H -3.12913 3.62384 1.12611
H 3.82268 5.17954 2.59227
H 3.47787 -3.05089 0.05698
H -3.91614 -3.39484 -0.29318
H 2.22119 -6.35611 -1.03387
H 1.65019 -0.55634 -3.20783
H -0.03294 -2.05403 0.84363
H -0.61163 3.36001 1.15206
H 6.78275 7.56115 3.03750
H 4.98962 8.12855 4.63668
H -0.31226 -5.83774 -1.59665
H -3.11039 3.42665 -0.62722
H -3.25101 -2.51332 -1.64449
H 1.87536 7.52394 2.21482
*
```